# 1
{
  "formula": "C6H12O",
  "method": "ωB97M-V/def2-TZVPD",
  "gap_ha": 0.27253,
  "e_tot_ha": -310.77905,
  "fmax_ev_per_a": 2.95,
  "elements": ["C", "O", "C", "C", "C", "C", "C", "H", "H", "H", "H", "H", "H", "H", "H", "H", "H", "H", "H"],
  "xyz": [[0.77886, 1.43365, -1.40046], [2.08825, -1.11753, 0.08579], [-0.24459, 1.71929, -0.30775], [0.13741, 0.89014, 0.94408], [-0.09822, -0.63420, 1.05458], [-2.13549, -1.46232, 0.05944], [-0.82127, -1.28615, -0.08121], [1.30845, 0.47674, -1.35435], [0.60881, 1.64696, -2.45361], [1.63813, 2.04938, -1.10542], [-1.29326, 1.52918, -0.56728], [-0.13375, 2.75763, -0.00047], [-0.29145, 1.33528, 1.84889], [1.21530, 1.05328, 1.02302], [-0.71463, -0.81645, 1.92959], [0.94738, -1.17643, 1.04504], [-2.71152, -1.31944, 0.96648], [-2.69167, -2.01045, -0.69311], [-0.42151, -1.26880, -1.08711]],
  "forces_ev_per_angstrom": [[1.7, 0.3, 0.0], [-1.9, -0.2, 1.6], [-0.3, -1.3, 0.3], [0.6, 0.5, 0.4], [-0.6, 1.3, -2.6], [-0.1, -1.5, -0.2], [-1.2, 1.5, 0.2], [-0.9, -0.4, 0.1], [-0.7, 0.2, 0.1], [0.0, 0.3, -0.3], [0.2, 0.1, -0.2], [-0.3, 0.1, -0.1], [-0.1, 0.0, -0.2], [0.0, -0.1, 0.3], [1.0, -0.6, 0.7], [1.7, -0.3, -0.3], [0.4, 0.1, 0.3], [-0.1, 0.6, -0.4], [0.5, -0.6, 0.2]]
}


# 2
{
  "formula": "C6H12O",
  "method": "ωB97M-V/def2-TZVPD",
  "gap_ha": 0.38002,
  "smiles": "C[C@H]1CO[C@@H](C)C1",
  "e_tot_ha": -310.99564,
  "fmax_ev_per_a": 0.91,
  "elements": ["C", "C", "C", "O", "C", "C", "C", "H", "H", "H", "H", "H", "H", "H", "H", "H", "H", "H", "H"],
  "xyz": [[1.38391, -1.47285, -0.25056], [0.83592, -0.37185, 0.79307], [0.77373, 1.28282, 0.98069], [-0.13234, 1.76239, 0.02512], [-1.11006, 0.74151, -0.16250], [-1.12405, 0.46114, -1.65599], [-0.69339, -0.42134, 0.76795], [1.81298, -1.17807, -1.21291], [0.54933, -2.15126, -0.51055], [2.12109, -2.14922, 0.21517], [1.26233, -0.70731, 1.73979], [0.29189, 1.44622, 1.97918], [1.63119, 1.96715, 0.97567], [-2.08753, 1.11228, 0.16972], [-1.47446, 1.35769, -2.17884], [-1.76209, -0.38710, -1.91752], [-0.10506, 0.26676, -2.00586], [-1.14718, -1.36800, 0.46681], [-1.02619, -0.19095, 1.78156]],
  "forces_ev_per_angstrom": [[0.1, 0.5, 0.0], [-0.2, 0.4, 0.3], [0.6, -0.5, -0.1], [0.0, -0.1, 0.0], [-0.3, -0.2, -0.1], [0.0, -0.1, -0.1], [-0.3, 0.0, 0.1], [-0.1, 0.4, 0.2], [0.2, 0.5, 0.2], [-0.1, 0.6, 0.1], [-0.4, 0.0, 0.2], [0.6, -0.6, -0.3], [0.3, -0.7, -0.3], [0.0, 0.1, -0.1], [0.0, -0.2, 0.0], [0.0, 0.1, 0.0], [-0.2, -0.1, 0.1], [0.1, 0.1, 0.0], [-0.3, -0.1, -0.1]]
}


# 3
{
  "formula": "C6H12O",
  "method": "ωB97M-V/def2-TZVPD",
  "gap_ha": 0.39560,
  "smiles": "CC1(C)OC1(C)C",
  "e_tot_ha": -311.00555,
  "fmax_ev_per_a": 0.35,
  "elements": ["C", "C", "C", "O", "C", "C", "C", "H", "H", "H", "H", "H", "H", "H", "H", "H", "H", "H", "H"],
  "xyz": [[-1.58506, -1.31570, 0.25619], [-0.65048, -0.11106, 0.43834], [-1.38326, 1.20980, 0.37879], [0.37291, -0.44774, 1.38138], [0.78356, -0.07260, 0.06323], [1.23434, -1.01904, -1.02449], [1.65906, 1.18133, 0.15584], [-1.30430, -2.06068, 1.01196], [-1.57621, -1.79613, -0.72993], [-2.61812, -1.00650, 0.46977], [-1.61064, 1.34408, -0.68997], [-0.77080, 2.05525, 0.69412], [-2.33653, 1.21345, 0.91424], [0.95257, -0.51243, -1.96040], [2.31630, -1.17308, -1.05889], [0.72125, -1.98127, -1.00005], [1.77477, 1.42976, 1.21503], [1.29530, 2.06934, -0.36818], [2.65978, 0.95800, -0.23182]],
  "forces_ev_per_angstrom": [[0.0, 0.0, -0.1], [-0.2, 0.1, -0.1], [0.0, 0.1, 0.2], [0.0, -0.1, 0.2], [0.1, 0.0, -0.3], [0.0, -0.2, 0.1], [0.0, 0.1, 0.0], [-0.1, 0.1, -0.3], [0.1, 0.2, 0.1], [0.3, -0.1, -0.1], [0.0, 0.1, 0.2], [-0.1, -0.1, 0.1], [0.2, 0.0, 0.1], [0.1, -0.2, 0.1], [-0.1, -0.1, 0.2], [0.1, 0.1, 0.1], [-0.1, 0.1, -0.2], [-0.1, -0.2, -0.1], [-0.2, 0.0, 0.0]]
}


# 4
{
  "formula": "C6H12O",
  "method": "ωB97M-V/def2-TZVPD",
  "gap_ha": 0.34591,
  "smiles": "C=C(C)/C=C/C.O",
  "e_tot_ha": -310.97739,
  "fmax_ev_per_a": 3.89,
  "elements": ["C", "C", "C", "C", "C", "C", "H", "H", "H", "H", "H", "H", "H", "H", "H", "H", "H", "H", "O"],
  "xyz": [[1.22276, -1.05519, -1.22751], [0.14470, -0.05598, -1.35581], [-0.53449, 0.06637, -2.49563], [0.06235, 1.52391, 2.12677], [0.58583, 0.81718, 0.89463], [-0.28576, 0.60697, -0.09063], [2.23613, -0.61788, -1.46756], [1.53768, -1.57986, -0.32614], [1.20700, -1.85126, -1.99461], [-0.12128, -0.52706, -3.34221], [-1.28162, 0.78088, -2.71130], [-0.92932, 1.09057, 2.43782], [-0.20581, 2.55240, 1.92196], [0.60806, 1.38022, 3.04077], [1.60032, 0.47284, 0.94620], [-1.26665, 1.01225, -0.31315], [-1.77820, -1.94591, 0.72625], [-0.93637, -1.32529, 1.75788], [-1.86532, -1.34515, 1.47228]],
  "forces_ev_per_angstrom": [[3.4, -0.9, -1.7], [-1.1, -0.7, 1.5], [1.9, -1.1, -0.9], [-1.8, -0.8, 0.3], [-2.0, 0.7, 1.4], [1.7, 0.0, -2.6], [-0.9, 0.2, 0.0], [-1.2, 0.3, 0.6], [-0.5, 0.3, 0.2], [-0.7, 0.5, 0.5], [-0.8, 0.6, 0.1], [0.7, 0.1, -0.6], [0.5, 0.4, 0.2], [0.9, 0.4, 0.1], [0.2, -0.3, -0.5], [-0.2, 0.3, 1.4], [-0.4, -0.1, -0.2], [-0.4, 0.3, 0.1], [0.7, -0.4, 0.1]]
}


# 5
{
  "formula": "C6H12O",
  "method": "ωB97M-V/def2-TZVPD",
  "gap_ha": 0.36515,
  "smiles": "C=CCC(=C)C.O",
  "e_tot_ha": -310.98677,
  "fmax_ev_per_a": 1.49,
  "elements": ["C", "C", "C", "C", "C", "C", "H", "H", "H", "H", "H", "H", "H", "H", "H", "H", "H", "H", "O"],
  "xyz": [[0.14216, 0.56428, 0.40672], [-0.28640, -0.57629, 1.28351], [-0.23509, -0.52021, 2.61062], [-1.05199, -1.73710, 0.66592], [-0.30117, -2.53478, -0.36822], [0.32122, -2.08144, -1.44275], [1.02295, 0.26127, -0.16821], [0.32068, 1.45147, 1.00468], [-0.55756, 0.68084, -0.41504], [0.39442, 0.16121, 3.16595], [-0.75975, -1.29857, 3.13009], [-1.42943, -2.35722, 1.46311], [-1.92876, -1.30794, 0.17111], [-0.32227, -3.61266, -0.24815], [0.24830, -1.06526, -1.79859], [0.71362, -2.79376, -2.16080], [1.34664, 6.05714, -3.03208], [1.52188, 5.06030, -1.94984], [0.84055, 5.64874, -2.31804]],
  "forces_ev_per_angstrom": [[0.8, -1.2, -0.5], [-0.8, 0.2, 0.3], [0.5, -0.4, -0.4], [0.1, 0.9, -0.5], [0.0, -0.3, 0.2], [-0.6, -0.3, -0.8], [0.4, 0.3, 0.4], [0.0, 0.2, -0.3], [-0.6, 0.6, 0.3], [-0.4, 0.4, 0.0], [0.2, -0.3, 0.6], [0.0, -0.4, 0.2], [-0.1, 0.0, -0.1], [0.1, 0.0, 0.2], [0.3, 0.2, 0.2], [0.2, 0.1, 0.1], [-0.4, 0.2, -0.1], [-0.5, 0.1, 0.1], [0.9, -0.3, -0.1]]
}


# 6
{
  "formula": "C6H12O",
  "method": "ωB97M-V/def2-TZVPD",
  "gap_ha": 0.38031,
  "smiles": "CC[C@@]1(C)C[C@H]1O",
  "e_tot_ha": -310.99259,
  "fmax_ev_per_a": 0.89,
  "elements": ["C", "C", "C", "C", "C", "C", "O", "H", "H", "H", "H", "H", "H", "H", "H", "H", "H", "H", "H"],
  "xyz": [[-1.83858, 0.80829, -0.74726], [-0.37042, 1.09633, -0.15054], [0.63254, -0.04839, 0.10625], [1.70955, -0.31607, -0.94176], [1.02380, -0.42265, 1.52814], [0.02056, -1.24547, 0.79347], [-1.30920, -1.14263, 1.17705], [-2.69770, 0.36754, -0.19181], [-1.79090, 0.21944, -1.66972], [-2.22175, 1.79966, -0.97963], [-0.47737, 1.70674, 0.75533], [0.06217, 1.74942, -0.91799], [1.31574, -0.23353, -1.96054], [2.57214, 0.36220, -0.86101], [2.10503, -1.33386, -0.82567], [0.65320, 0.18119, 2.35241], [2.01297, -0.85078, 1.68154], [0.29726, -2.22618, 0.41320], [-1.67366, -0.44182, 0.61961]],
  "forces_ev_per_angstrom": [[0.4, 0.3, -0.2], [-0.4, 0.0, -0.1], [-0.4, -0.2, -0.2], [-0.1, 0.0, 0.0], [0.1, 0.1, 0.1], [0.3, -0.2, -0.3], [-0.1, -0.1, 0.2], [0.8, 0.2, 0.2], [0.2, 0.2, 0.1], [0.0, 0.1, -0.3], [-0.1, -0.1, -0.2], [0.0, 0.0, 0.2], [0.0, 0.0, 0.1], [-0.3, 0.0, 0.1], [-0.1, 0.2, 0.0], [0.0, -0.1, -0.1], [-0.1, 0.2, -0.1], [0.0, 0.0, 0.2], [-0.2, -0.5, 0.5]]
}


Q: Which ΔE to the lowest compared entry with this formula, charge and spin values were calculated for the entries above? A: 735.7; 167.1; 141.1; 215.0; 190.4; 175.1, in kJ/mol.